{
  "formula": "C11H14ClIN2O",
  "method": "ωB97M-V with the def2-TZVPD basis set",
  "symbols": ["C", "C", "C", "C", "N", "C", "C", "C", "C", "O", "C", "C", "Cl", "I", "C", "N", "H", "H", "H", "H", "H", "H", "H", "H", "H", "H", "H", "H", "H", "H"],
  "positions_angstrom": [[1.334, -2.977, 0.529], [0.583, -2.552, -0.535], [-0.404, -1.375, -0.420], [-0.273, -0.843, 0.943], [-0.104, -0.452, 2.021], [0.012, -0.375, -1.509], [1.267, 0.457, -1.096], [0.940, 1.937, -0.769], [1.274, 2.404, 0.665], [0.286, 3.335, 1.089], [-0.827, 2.695, 1.663], [-1.938, -1.920, -0.579], [-1.942, -3.707, -0.375], [-2.830, -1.531, -2.495], [-2.779, -1.386, 0.484], [-3.430, -1.079, 1.389], [2.402, -2.783, 0.537], [0.876, -3.505, 1.357], [0.663, -3.004, -1.519], [0.325, -0.964, -2.364], [-0.755, 0.351, -1.751], [1.906, 0.487, -1.976], [1.849, -0.037, -0.322], [1.504, 2.580, -1.440], [-0.106, 2.180, -0.939], [2.193, 2.984, 0.655], [1.397, 1.586, 1.376], [-1.659, 3.384, 1.753], [-1.171, 1.884, 1.009], [-0.593, 2.224, 2.618]],
  "forces_ev_per_angstrom": [[-0.13, 0.04, -0.74], [0.18, 0.25, 0.56], [-1.76, -2.06, 0.09], [0.32, 0.65, 1.36], [-0.27, -0.53, -1.39], [1.46, 0.46, 0.87], [-0.39, 0.49, -0.75], [0.52, -0.32, 0.70], [-0.23, 0.65, -0.43], [0.14, 0.11, 0.40], [-0.23, -0.62, -0.47], [0.45, 0.05, 0.09], [-0.15, 0.17, 0.11], [-0.11, 0.08, 0.06], [-0.86, -0.02, 0.61], [0.50, -0.04, -0.88], [0.46, -1.93, -0.71], [-0.20, 1.75, 1.17], [1.21, 1.21, -0.59], [-0.55, -0.03, -0.32], [-0.37, -0.28, -0.10], [0.16, -0.20, -0.01], [-0.05, 0.04, 0.20], [-0.04, 0.04, -0.17], [-0.15, -0.18, -0.04], [0.20, -0.11, 0.04], [-0.18, -0.12, 0.03], [0.12, 0.33, 0.14], [-0.10, -0.03, 0.00], [0.06, 0.14, 0.18]],
  "nbo_charge": [-0.379, -0.151, -0.248, 0.293, -0.287, -0.396, -0.410, -0.437, -0.066, -0.539, -0.246, -0.234, 0.042, 0.235, 0.181, -0.225, 0.216, 0.218, 0.220, 0.232, 0.237, 0.215, 0.216, 0.213, 0.211, 0.186, 0.180, 0.190, 0.149, 0.181],
  "e_tot_ev": -37279.1648,
  "total_charge": 0,
  "gap_ev": 7.8,
  "homo_energy_ha": -0.320
}